No. 1
57
Properties=species:S:1:pos:R:3 method="wB97M-V/def2-TZVPD" mol_weight_da=584.40 orbital_gap_ev="4.36 / 4.37" charge=+2 total_energy_ev=-45844.1260 e_lumo_ev="-10.67 / -10.67"
N 0.014 2.069 -0.447
C -0.649 3.107 0.247
O -0.313 4.278 0.001
Li -0.893 3.562 -1.470
Ta 0.502 0.229 -0.300
N 2.126 -0.080 0.894
N 0.413 -0.358 -2.254
C 2.810 0.954 1.744
C -0.576 -0.145 -3.358
C 2.971 2.162 0.843
C 4.172 0.478 2.266
C 1.984 1.253 2.998
C 0.093 0.133 -4.699
C -1.362 -1.443 -3.539
C -1.465 1.046 -2.966
H 3.662 1.890 0.027
H 3.340 3.002 1.398
H 2.031 2.451 0.363
H 4.116 -0.504 2.746
H 4.563 1.168 3.042
H 4.932 0.439 1.479
H 0.996 1.671 2.762
H 2.539 1.978 3.609
H 1.819 0.349 3.572
H 0.735 0.988 -4.698
H -0.701 0.340 -5.420
H 0.658 -0.710 -5.077
H -0.639 -2.264 -3.681
H -1.937 -1.379 -4.470
H -2.038 -1.691 -2.736
H -1.916 1.007 -1.949
H -2.298 1.027 -3.667
H -0.870 1.959 -3.157
C 1.771 -0.869 -2.605
H 2.531 -0.249 -2.120
H 2.003 -1.922 -2.417
H 1.961 -0.704 -3.654
C 2.902 -1.273 0.437
H 3.351 -1.807 1.293
H 2.262 -2.011 -0.079
H 3.679 -0.980 -0.289
O -1.074 1.311 2.283
C -1.437 0.155 2.032
N -0.845 -0.575 1.003
S -2.031 -1.536 0.159
O -2.744 -0.690 -0.766
O -1.410 -2.796 -0.133
C -3.017 -1.595 1.634
C -4.181 -2.297 1.845
C -4.822 -2.139 3.061
C -4.280 -1.229 4.052
C -3.140 -0.465 3.794
C -2.551 -0.651 2.543
H -4.527 -2.973 1.042
H -5.709 -2.734 3.306
H -4.810 -1.164 4.982
H -2.702 0.225 4.494

***

No. 2
41
Properties=species:S:1:pos:R:3 method="wB97M-V/def2-TZVPD" s_squared=2.011 mol_weight_da=401.86 orbital_gap_ev="8.12 / 8.11" charge=+1 total_energy_ev=-147024.2918 e_lumo_ev="-2.87 / -4.29" e_above_lowest_kcal_mol=0.0 spin_multiplicity=3
Ni 0.052 0.599 0.001
P -1.983 0.421 -0.496
C -2.206 1.180 -2.158
C -0.837 1.600 -2.713
N 0.236 1.400 -1.913
C 1.484 1.698 -2.335
C 1.662 2.328 -3.560
C 0.574 2.572 -4.389
C -0.689 2.146 -3.992
C 2.632 1.218 -1.509
P 2.015 -0.100 -0.358
H -1.521 2.123 -4.695
H 2.662 2.579 -3.877
H 0.706 3.049 -5.365
H 3.445 0.805 -2.114
H 3.055 2.015 -0.892
H -2.829 0.595 -2.891
H -2.816 2.109 -1.973
H -1.586 -3.292 -3.531
O -1.550 -2.870 -4.415
H -2.108 -3.467 -4.943
H 0.484 -4.348 -0.300
O -0.009 -4.638 -1.067
H 0.460 -5.481 -1.289
C 2.435 -1.537 -1.374
H 3.444 -1.377 -1.790
H 2.426 -2.441 -0.747
H 1.739 -1.664 -2.216
C 3.205 -0.188 0.985
H 3.004 -1.120 1.530
H 4.226 -0.208 0.589
H 3.091 0.694 1.623
C -2.758 1.779 0.385
H -3.748 1.882 -0.058
H -2.807 1.522 1.437
H -2.145 2.666 0.224
C -3.058 -1.005 -0.304
H -3.179 -1.216 0.766
H -4.024 -0.726 -0.743
H -2.594 -1.866 -0.801
Br -0.138 0.361 2.236